The following is a quantum chemistry calculation of a single C20H34N6O2 molecule, from OMol25.

Geometry as XYZ:
```
62
Properties=species:S:1:pos:R:3:forces:R:3
C -0.38771 4.73282 3.88316 0.000 0.000 0.000
C -1.08508 3.40679 3.80364 0.001 0.000 -0.001
C -2.40940 3.29768 3.75380 -0.003 -0.001 0.001
C -3.15218 1.99737 3.62073 0.000 0.003 -0.001
C -2.22442 0.87579 3.15580 0.002 0.001 0.000
C -2.90637 -0.47541 3.29623 -0.007 0.004 -0.001
O -3.43059 -0.77802 4.35802 0.000 -0.004 -0.001
N -2.88407 -1.34029 2.23706 0.013 -0.051 -0.017
C -3.65776 -2.56527 2.36757 -0.001 0.000 0.004
C -2.44839 -0.95526 0.89347 -0.007 0.058 0.035
C -0.93984 -0.71914 0.74184 -0.001 0.004 -0.065
C -0.14794 -1.87454 0.12558 0.006 -0.018 0.051
C -0.15393 -3.12510 0.98796 -0.001 -0.003 -0.003
N 1.22995 -1.44418 -0.06660 0.000 -0.016 -0.016
C 1.57171 -0.54598 -1.03245 0.000 -0.001 -0.006
O 0.80835 -0.20828 -1.91467 0.000 0.003 0.003
C 2.93188 0.03220 -0.86968 0.002 0.006 0.005
C 3.58846 0.34152 0.29564 0.004 -0.004 -0.003
N 4.72601 0.93050 -0.11139 -0.005 0.004 -0.004
C 5.75995 1.57310 0.67829 0.000 0.001 0.003
C 5.25714 2.86430 1.30973 0.002 -0.001 -0.002
N 4.25712 2.62382 2.33815 -0.002 -0.002 0.000
C 3.39677 3.77987 2.52805 -0.001 0.002 -0.001
C 4.86328 2.22638 3.59699 0.001 -0.001 0.001
N 4.77406 0.98569 -1.45180 -0.002 -0.004 0.002
N 3.69523 0.45111 -1.91310 0.001 -0.001 0.001
C -0.95719 0.89853 4.01717 -0.001 0.000 0.000
C -0.19111 2.19291 3.78110 0.000 0.002 0.003
H 0.29173 4.86341 3.03557 0.000 0.001 -0.001
H -1.09655 5.56002 3.87997 0.000 0.000 0.000
H 0.21883 4.80226 4.79059 0.000 0.000 -0.001
H -3.01001 4.20151 3.79736 0.001 0.001 0.000
H -3.60750 1.70890 4.57186 0.001 -0.001 0.000
H -3.97569 2.12042 2.91111 0.000 -0.001 0.000
H -1.94251 1.08038 2.12274 0.001 -0.003 -0.001
H -3.68769 -2.85769 3.41215 -0.001 -0.003 0.001
H -4.68586 -2.42753 2.01898 -0.001 0.000 0.005
H -3.19708 -3.35810 1.78027 -0.001 0.003 -0.002
H -2.76147 -1.75724 0.22283 0.001 0.002 -0.002
H -2.99587 -0.06791 0.56645 0.001 0.002 0.001
H -0.77906 0.15565 0.10897 0.000 0.001 -0.001
H -0.49866 -0.50061 1.71567 -0.004 0.003 0.003
H -0.55851 -2.09987 -0.86168 0.001 0.005 0.000
H -1.16755 -3.49564 1.12843 0.000 0.001 0.002
H 0.43421 -3.91864 0.52592 0.001 0.001 0.000
H 0.25763 -2.91329 1.97894 0.000 -0.001 0.000
H 1.92724 -1.73635 0.59664 -0.003 0.010 0.010
H 3.33156 0.25358 1.33578 0.000 0.001 0.002
H 6.11563 0.87069 1.43208 0.001 -0.001 -0.002
H 6.57775 1.77877 -0.00938 0.001 0.000 -0.001
H 6.11937 3.42770 1.70277 0.000 0.001 0.000
H 4.80884 3.46946 0.51990 -0.001 -0.001 -0.001
H 2.63782 3.55132 3.27656 -0.002 -0.001 0.002
H 3.95252 4.66929 2.86611 0.000 -0.001 0.000
H 2.89091 4.02266 1.59341 0.001 0.000 0.000
H 4.08384 1.98954 4.32133 0.000 0.000 0.000
H 5.47806 1.33538 3.46694 0.000 0.000 0.001
H 5.49960 3.02006 4.02118 0.000 0.000 0.000
H -1.26176 0.81969 5.06348 0.001 -0.001 0.000
H -0.32221 0.03370 3.80771 0.000 0.000 -0.003
H 0.33684 2.15369 2.81861 0.000 0.001 -0.001
H 0.58701 2.31021 4.54315 0.000 -0.001 0.000
```
Forces are in eV/Å.

The LUMO energy is 0.014 hartree. The calculation puts the highest occupied orbital energy at -9.0 eV. The value obtained for the molar mass is 390.532 g/mol. The HOMO-LUMO gap comes out at 9.4 eV. Its total energy is -34327.2062 eV. Its multiplicity is 1. As for the SMILES: CC1=CC[C@H](C(=O)N(C)CC[C@H](C)NC(=O)c2cn(CCN(C)C)nn2)CC1.

Results of the Löwdin charge analysis, in e, for atoms 1 through 4: number 1, C, carries -0.06; number 2, C, carries -0.30; number 3, C, carries -0.05; number 4, C, carries -0.13